C4H8O2 | wB97M-V/def2-TZVPD

Element x y z (Å)
C -1.76523 1.38003 1.39537
C -0.85525 1.88352 0.56826
O -0.57389 1.20575 -0.60040
O -0.51049 -0.18435 -0.02070
C 0.13666 -1.21780 -0.72793
C 1.64441 -1.11122 -0.87073
H -1.80277 1.63983 2.44311
H -2.39173 0.56669 1.04261
H -0.16575 2.69194 0.81438
H -0.36640 -1.44080 -1.67511
H -0.10074 -2.04491 -0.03876
H 2.12051 -0.94385 0.10129
H 1.91872 -0.29673 -1.54349
H 2.03910 -2.04973 -1.27975

Values from the calculation:
LUMO level	1.06	eV
SMILES	C=COOCC

These are the natural (NBO) partial charges, in e, on atoms 1 to 8: atom 1 (C): -0.422, atom 2 (C): 0.095, atom 3 (O): -0.281, atom 4 (O): -0.304, atom 5 (C): -0.075, atom 6 (C): -0.641, atom 7 (H): 0.206, atom 8 (H): 0.216

=====

C4H8O2 | wB97M-V/def2-TZVPD

Element x y z (Å)
C 2.58063 0.22748 -0.49124
C 0.61100 -0.47122 0.05622
C -0.57475 -0.33095 0.57070
C -1.92183 -0.60227 -0.16471
H 3.46397 1.29774 -0.16667
H 1.64906 0.62835 -1.44776
H 2.88651 -0.97238 -0.63968
H 0.64104 -1.02730 -0.94383
H -0.93742 0.18604 1.59696
H -1.41229 -0.58391 -1.21009
H -2.81533 -1.28422 0.16295
H -1.34359 1.93365 0.83682
O 1.68781 0.10288 0.57560
O -2.47559 0.75760 -0.32741

Values from the calculation:
LUMO level	-1.88	eV

These are the natural (NBO) partial charges, in e, on atoms 1 to 8: atom 1 (C): -0.292, atom 2 (C): 0.068, atom 3 (C): -0.242, atom 4 (C): -0.171, atom 5 (H): 0.237, atom 6 (H): 0.176, atom 7 (H): 0.210, atom 8 (H): 0.194

=====

C4H8O2 | wB97M-V/def2-TZVPD

Element x y z (Å)
C -0.82493 -0.82571 0.90589
C -1.28733 0.33136 0.43230
O -0.48301 1.30580 -0.10089
C 0.86939 1.11832 0.28073
C 1.28160 -0.33327 0.07686
O 0.49298 -1.19222 0.88526
H -1.46917 -1.57767 1.34411
H -2.33993 0.58608 0.42073
H 0.98992 1.38790 1.33895
H 1.47263 1.78973 -0.33546
H 2.32297 -0.49254 0.37012
H 1.16080 -0.60463 -0.98009
H -1.09591 -1.07262 -2.49780
H -1.09002 -0.42052 -2.14070

Values from the calculation:
LUMO level	1.06	eV
SMILES	C1=COCCO1.[H][H]

These are the natural (NBO) partial charges, in e, on atoms 1 to 8: atom 1 (C): 0.024, atom 2 (C): 0.007, atom 3 (O): -0.499, atom 4 (C): -0.102, atom 5 (C): -0.101, atom 6 (O): -0.495, atom 7 (H): 0.203, atom 8 (H): 0.204

=====

C4H8O2 | wB97M-V/def2-TZVPD

Element x y z (Å)
C -0.74313 -0.83801 1.22577
C -1.30462 0.18455 0.57854
O -0.60011 1.09836 -0.15956
C 0.79067 1.02408 0.10255
C 1.24659 -0.42850 0.13505
O 0.59445 -1.12622 1.18221
H -1.31153 -1.52604 1.83931
H -2.37092 0.37384 0.58953
H 1.00614 1.49640 1.07090
H 1.29459 1.57984 -0.69259
H 2.32078 -0.50358 0.32313
H 1.01448 -0.90703 -0.82689
H -0.93652 -0.33078 -2.33408
H -1.00087 -0.09690 -3.03387

Values from the calculation:
LUMO level	1.06	eV
SMILES	C1=COCCO1.[H][H]

These are the natural (NBO) partial charges, in e, on atoms 1 to 8: atom 1 (C): 0.016, atom 2 (C): 0.012, atom 3 (O): -0.497, atom 4 (C): -0.102, atom 5 (C): -0.102, atom 6 (O): -0.495, atom 7 (H): 0.203, atom 8 (H): 0.204

=====

C4H8O2 | wB97M-V/def2-TZVPD

Element x y z (Å)
C 1.40120 0.24333 0.53875
C 0.67808 0.22426 -0.76917
C -0.55819 0.67328 -1.04005
C -1.48325 1.27298 -0.05820
O -1.41500 1.14334 1.14908
H 1.64054 -0.78777 0.82169
H 2.34627 0.78836 0.42967
H 0.80467 0.69275 1.33156
H 1.24333 -0.19858 -1.60142
H -0.93342 0.63203 -2.06081
H -2.30764 1.86963 -0.50152
O -0.50719 -2.30740 0.50519
H -0.57160 -2.31304 -0.45686
H -0.90294 -1.46079 0.75443

Values from the calculation:
LUMO level	0.04	eV
SMILES	C/C=C\C=O.O

These are the natural (NBO) partial charges, in e, on atoms 1 to 8: atom 1 (C): -0.689, atom 2 (C): -0.038, atom 3 (C): -0.386, atom 4 (C): 0.393, atom 5 (O): -0.541, atom 6 (H): 0.252, atom 7 (H): 0.225, atom 8 (H): 0.248

=====

C4H8O2 | wB97M-V/def2-TZVPD

Element x y z (Å)
C -1.01462 1.30524 0.07998
C 0.10587 0.53734 -0.57325
O 1.40302 0.74289 0.03589
C 1.34851 -0.90520 0.39721
C 0.06090 -0.99643 -0.40306
O -1.03637 -1.55579 0.27788
H -1.15810 1.00538 1.12365
H -0.80539 2.37757 0.04659
H -1.94924 1.10358 -0.45252
H 0.25861 0.84097 -1.60743
H 1.30869 0.04987 1.12899
H 2.23083 -1.38616 -0.04290
H 0.10686 -1.51776 -1.36859
H -0.82183 -1.51188 1.21848

Values from the calculation:
LUMO level	0.97	eV

These are the natural (NBO) partial charges, in e, on atoms 1 to 8: atom 1 (C): -0.635, atom 2 (C): 0.073, atom 3 (O): -0.575, atom 4 (C): -0.266, atom 5 (C): 0.014, atom 6 (O): -0.705, atom 7 (H): 0.210, atom 8 (H): 0.222

=====

C4H8O2 | wB97M-V/def2-TZVPD

Element x y z (Å)
C 0.01831 -2.20269 -1.73471
C 0.49152 -2.46236 -0.52971
O 0.17534 -1.75526 0.61056
H 0.40905 -2.82508 -2.53176
H -0.77865 -1.51340 -1.97643
H 1.27736 -3.19067 -0.34880
H 0.76559 -1.00132 0.74504
C -0.83634 2.45844 1.04877
C 0.34215 1.70521 0.54703
O 0.98649 0.92291 1.20373
H -1.01405 2.39738 2.12094
H -0.75895 3.49962 0.73804
H -1.74332 2.04728 0.59117
H 0.66552 1.91994 -0.48386

Values from the calculation:
LUMO level	0.93	eV
SMILES	C=CO.CC=O

These are the natural (NBO) partial charges, in e, on atoms 1 to 8: atom 1 (C): -0.482, atom 2 (C): 0.147, atom 3 (O): -0.744, atom 4 (H): 0.202, atom 5 (H): 0.204, atom 6 (H): 0.159, atom 7 (H): 0.507, atom 8 (C): -0.728

=====

C4H8O2 | wB97M-V/def2-TZVPD

Element x y z (Å)
C 2.10786 -0.08325 -0.25547
C 0.68711 0.41325 -0.11895
O 0.45286 1.59685 0.05398
C -0.43798 -0.60327 -0.21306
C -1.69398 -0.14286 0.53203
O -2.25865 1.00773 -0.04264
H 2.27567 -0.96395 0.37087
H 2.30123 -0.38401 -1.28971
H 2.79870 0.71401 0.02196
H -0.68847 -0.73613 -1.27528
H -0.09066 -1.57561 0.15687
H -1.44733 0.01263 1.59551
H -2.45352 -0.92895 0.48387
H -1.55283 1.67355 -0.01997

Values from the calculation:
LUMO level	0.85	eV
SMILES	CC(=O)CCO

These are the natural (NBO) partial charges, in e, on atoms 1 to 8: atom 1 (C): -0.720, atom 2 (C): 0.613, atom 3 (O): -0.571, atom 4 (C): -0.545, atom 5 (C): -0.052, atom 6 (O): -0.724, atom 7 (H): 0.228, atom 8 (H): 0.240

=====

C4H8O2 | wB97M-V/def2-TZVPD

Element x y z (Å)
C 1.42152 0.48211 0.69964
C 0.73730 -0.59850 1.07916
O -0.58245 -0.80898 0.77951
C -1.20856 0.37241 0.30979
C -0.31270 1.08308 -0.69590
O 0.90108 1.47923 -0.08074
H 2.45308 0.65163 0.98254
H 1.17691 -1.39859 1.66190
H -1.40886 1.04204 1.15754
H -2.15522 0.07120 -0.14646
H -0.78688 1.99077 -1.07821
H -0.09673 0.40775 -1.53582
H 0.11756 -2.10789 -1.41037
H -0.25603 -2.66628 -1.72260

Values from the calculation:
LUMO level	1.06	eV
SMILES	C1=COCCO1.[H][H]

These are the natural (NBO) partial charges, in e, on atoms 1 to 8: atom 1 (C): 0.016, atom 2 (C): 0.012, atom 3 (O): -0.497, atom 4 (C): -0.102, atom 5 (C): -0.102, atom 6 (O): -0.495, atom 7 (H): 0.203, atom 8 (H): 0.204

=====

C4H8O2 | wB97M-V/def2-TZVPD

Element x y z (Å)
C -0.89249 0.63270 -0.63704
C -0.91781 0.15643 0.81425
C 0.39466 -0.57728 1.14054
O 1.44131 0.05887 0.37350
C 1.40163 0.02207 -0.91762
O 0.93622 -0.90216 -1.69729
H -1.81324 0.33641 -1.14603
H -0.88791 1.73281 -0.65111
H -0.10610 -0.46934 -1.53167
H -1.72121 -0.56537 0.98798
H -1.05762 0.96368 1.54657
H 0.72898 -0.47459 2.17498
H 0.35207 -1.63114 0.86238
H 2.14149 0.71692 -1.31944

Values from the calculation:
LUMO level	0.54	eV

These are the natural (NBO) partial charges, in e, on atoms 1 to 8: atom 1 (C): -0.904, atom 2 (C): -0.444, atom 3 (C): -0.085, atom 4 (O): -0.443, atom 5 (C): 0.742, atom 6 (O): -0.761, atom 7 (H): 0.218, atom 8 (H): 0.211

=====

C4H8O2 | wB97M-V/def2-TZVPD

Element x y z (Å)
C 0.92546 -0.96929 -0.91244
C 0.15678 0.11916 -0.18065
C 0.93878 0.72072 0.99690
O -1.05319 -0.48104 0.34608
C -2.21149 0.12646 0.07252
O -2.37964 1.06630 -0.66420
H 1.85622 -0.55054 -1.30831
H 1.17563 -1.78606 -0.22636
H 0.36204 -1.38220 -1.75696
H -0.15153 0.89256 -0.88717
H 0.37251 0.63091 1.92960
H 1.13371 1.78299 0.82696
H 1.89283 0.20736 1.14071
H -3.01810 -0.37733 0.62332

Values from the calculation:
LUMO level	0.99	eV
SMILES	CC(C)OC=O

These are the natural (NBO) partial charges, in e, on atoms 1 to 8: atom 1 (C): -0.620, atom 2 (C): 0.067, atom 3 (C): -0.637, atom 4 (O): -0.510, atom 5 (C): 0.652, atom 6 (O): -0.591, atom 7 (H): 0.215, atom 8 (H): 0.212

=====

C4H8O2 | wB97M-V/def2-TZVPD

Element x y z (Å)
C -2.25875 0.56346 -0.14190
O -1.05892 0.05030 -0.68426
C -0.42412 -0.84043 0.12691
C 0.90170 -0.91213 0.22440
C 1.85690 0.03487 -0.44045
O 2.60199 0.78222 0.51118
H -2.91762 -0.24532 0.20447
H -2.05410 1.23748 0.70059
H -2.75680 1.11980 -0.93789
H -1.08326 -1.52838 0.66357
H 1.32087 -1.68464 0.86278
H 1.30899 0.69034 -1.12962
H 2.60424 -0.51376 -1.02193
H 1.95890 1.24621 1.06215

Values from the calculation:
LUMO level	0.91	eV
SMILES	CO/C=C\CO

These are the natural (NBO) partial charges, in e, on atoms 1 to 8: atom 1 (C): -0.247, atom 2 (O): -0.524, atom 3 (C): 0.136, atom 4 (C): -0.302, atom 5 (C): -0.103, atom 6 (O): -0.710, atom 7 (H): 0.172, atom 8 (H): 0.173

=====

C4H8O2 | wB97M-V/def2-TZVPD

Element x y z (Å)
C -0.64802 -1.19404 -1.20907
C 0.18343 -0.40878 -0.54887
C 1.43168 -0.25702 0.21225
C 0.51935 0.93573 -0.08157
O 0.89392 1.87401 -1.04398
H -1.53600 -0.79406 -1.69318
H -0.45865 -2.25940 -1.31264
H 2.35894 -0.30806 -0.35577
H 1.48605 -0.62871 1.23359
H -0.05541 1.31537 0.76541
H 1.53909 2.46416 -0.63354
O -1.74028 -0.25207 1.91637
H -2.51417 0.24643 1.62708
H -1.45991 -0.73357 1.12393

Values from the calculation:
LUMO level	0.74	eV
SMILES	C=C1C[C@H]1O.O

These are the natural (NBO) partial charges, in e, on atoms 1 to 8: atom 1 (C): -0.396, atom 2 (C): -0.013, atom 3 (C): -0.486, atom 4 (C): 0.043, atom 5 (O): -0.695, atom 6 (H): 0.207, atom 7 (H): 0.206, atom 8 (H): 0.233

=====

C4H8O2 | wB97M-V/def2-TZVPD

Element x y z (Å)
C 1.49169 -0.61406 0.66978
C 0.52698 0.41867 0.11561
O 1.14560 1.56223 -0.41314
C -0.49599 -0.17963 -0.81180
C -1.85795 -0.31885 -0.30617
O -1.51054 0.71224 -1.22295
H 2.14021 -1.05337 -0.10630
H 2.14866 -0.15451 1.41050
H 0.91191 -1.42308 1.12403
H -0.20299 1.02418 0.97165
H 0.42456 1.97697 0.14214
H -0.14807 -0.86952 -1.58628
H -2.08040 0.02760 0.70482
H -2.49368 -1.10887 -0.69188

Values from the calculation:
LUMO level	0.94	eV
SMILES	C[C@@H](O)[C@H]1CO1

These are the natural (NBO) partial charges, in e, on atoms 1 to 8: atom 1 (C): -0.644, atom 2 (C): 0.124, atom 3 (O): -0.717, atom 4 (C): 0.010, atom 5 (C): -0.109, atom 6 (O): -0.480, atom 7 (H): 0.224, atom 8 (H): 0.228

=====

C4H8O2 | wB97M-V/def2-TZVPD

Element x y z (Å)
O 0.90603 1.57426 -0.17415
C 1.27036 0.41509 -0.68410
C 1.16438 -0.78787 0.07526
C -0.11622 -0.84103 1.02486
O -0.94228 0.28601 0.86402
C -1.69725 0.20287 -0.33420
H 0.18660 1.38963 0.50707
H 1.46096 0.43714 -1.75852
H 1.91372 -0.76657 0.87933
H 1.32521 -1.67281 -0.54673
H 0.19167 -0.80389 2.07752
H -1.06758 -0.14128 -1.17077
H -2.52454 -0.49707 -0.20171
H -2.07106 1.20552 -0.55787

Values from the calculation:
LUMO level (alpha / beta)	0.83 / 0.02	eV

These are the natural (NBO) partial charges, in e, on atoms 1 to 8: atom 1 (O): -0.672, atom 2 (C): 0.175, atom 3 (C): -0.596, atom 4 (C): 0.035, atom 5 (O): -0.552, atom 6 (C): -0.262, atom 7 (H): 0.495, atom 8 (H): 0.162

=====

C4H8O2 | wB97M-V/def2-TZVPD

Element x y z (Å)
C -1.86420 -0.60642 -0.42691
C -0.53714 -0.02730 -0.87708
O -0.11229 0.93547 0.07676
C 1.26709 0.93230 0.32331
C 1.65303 -0.17415 1.29495
O 2.78183 -0.56147 1.46789
H -2.60895 0.18450 -0.29739
H -1.74267 -1.12605 0.52956
H -2.24355 -1.31463 -1.17020
H 0.21732 -0.82258 -0.96924
H -0.62974 0.44683 -1.86607
H 1.51660 1.89453 0.78650
H 1.87308 0.84411 -0.58952
H 0.78886 -0.58993 1.86029

Values from the calculation:
LUMO level	0.96	eV
SMILES	CCOCC=O

These are the natural (NBO) partial charges, in e, on atoms 1 to 8: atom 1 (C): -0.623, atom 2 (C): -0.065, atom 3 (O): -0.536, atom 4 (C): -0.178, atom 5 (C): 0.414, atom 6 (O): -0.510, atom 7 (H): 0.217, atom 8 (H): 0.209

=====

C4H8O2 | wB97M-V/def2-TZVPD

Element x y z (Å)
C 1.43094 -0.02437 -0.94838
O 0.16436 -0.51681 -1.29263
C -0.78662 -0.73531 -0.28806
C -0.45087 -0.55128 1.17139
C -1.23141 0.50188 0.42730
O -0.66599 1.71229 0.02384
H 1.90748 -0.65402 -0.19349
H 1.52454 1.02384 -0.52579
H 1.97808 -0.01927 -1.89050
H -1.47959 -1.52752 -0.57721
H 0.57628 -0.34719 1.45828
H -0.99468 -1.16121 1.88762
H -2.27438 0.63770 0.69243
H 0.30188 1.66128 0.05521

Values from the calculation:
LUMO level	0.94	eV
SMILES	CO[C@H]1C[C@H]1O

These are the natural (NBO) partial charges, in e, on atoms 1 to 8: atom 1 (C): -0.232, atom 2 (O): -0.508, atom 3 (C): 0.060, atom 4 (C): -0.503, atom 5 (C): 0.068, atom 6 (O): -0.692, atom 7 (H): 0.172, atom 8 (H): 0.122

=====

C4H8O2 | wB97M-V/def2-TZVPD

Element x y z (Å)
C -1.70564 -0.35083 -0.55248
C -0.34839 0.44308 -0.23340
O -0.42179 1.39654 0.81899
C 0.73889 -0.54662 0.21322
C 2.18248 -0.12451 0.46917
O 3.12452 -0.83453 0.19752
H -2.51996 0.27690 -0.97396
H -1.55926 -1.15514 -1.30519
H -2.02548 -0.77142 0.38840
H -0.37578 0.81017 -1.24369
H -0.63178 2.28553 0.51374
H 0.76413 -1.38633 -0.47826
H 0.38160 -0.92276 1.19042
H 2.34848 0.84252 0.98547

Values from the calculation:
LUMO level	0.68	eV
SMILES	C[C@@H](O)CC=O

These are the natural (NBO) partial charges, in e, on atoms 1 to 8: atom 1 (C): -0.632, atom 2 (C): 0.096, atom 3 (O): -0.731, atom 4 (C): -0.537, atom 5 (C): 0.447, atom 6 (O): -0.520, atom 7 (H): 0.211, atom 8 (H): 0.214